1.
A cluster of 11 separate species, C30H66O27 in total at a distorted geometry. Source: the OMol25 dataset; level of theory: wB97M-V/def2-TZVPD.

```
123
Properties=species:S:1:pos:R:3
C 6.1277 2.1023 1.8962
O 6.1920 1.6004 3.2502
C 5.4783 0.5367 3.6260
O 5.3263 0.1921 4.7882
O 4.8854 -0.0876 2.6002
C 4.2298 -1.3047 2.9939
H 5.1329 2.4520 1.6750
H 6.3952 1.3820 1.1304
H 6.7540 2.9805 1.8694
H 3.5086 -1.1273 3.7610
H 4.9552 -2.0737 3.1966
H 3.6663 -1.6273 2.0790
C -0.0859 -1.1063 4.1326
O -0.6622 -2.4003 3.8491
C -1.7702 -2.4554 3.0485
O -2.2540 -1.5003 2.5294
O -2.1095 -3.7636 2.9135
C -3.1718 -3.9813 1.9545
H 0.6359 -1.3081 4.9584
H -0.8683 -0.4817 4.5485
H 0.4708 -0.6914 3.2680
H -2.7244 -3.8756 0.9513
H -4.0860 -3.3843 2.0150
H -3.4409 -5.0132 2.1513
C 0.9126 1.7281 -4.3740
O -0.3953 1.2693 -4.0720
C -1.3327 2.2923 -4.0583
O -1.0297 3.4481 -4.2300
O -2.4777 1.8138 -3.6083
C -3.5565 2.7335 -3.6875
H 1.0612 1.9299 -5.4552
H 1.6443 0.9997 -4.0429
H 1.1342 2.6462 -3.8422
H -4.2152 2.6544 -2.7748
H -4.1790 2.5037 -4.5175
H -3.2132 3.7552 -3.6487
C -5.5891 4.6213 0.4920
O -4.6593 4.3812 -0.6017
C -3.4291 4.6350 -0.2235
O -3.1001 4.9290 0.9117
O -2.6148 4.3474 -1.2414
C -1.2011 4.7377 -0.9704
H -6.5096 4.3541 0.0667
H -5.5951 5.7054 0.8169
H -5.3439 4.0300 1.3621
H -1.0872 5.7982 -0.7079
H -0.7156 4.6221 -1.9724
H -0.6953 4.1318 -0.1791
C 1.0912 -3.8185 0.3728
O 0.9649 -4.5385 1.5558
C 2.0309 -4.5984 2.2991
O 3.0621 -4.0590 2.0102
O 1.8479 -5.2373 3.4295
C 0.6008 -5.8431 3.8123
H 0.1008 -3.8396 -0.0567
H 1.8062 -4.3298 -0.2536
H 1.3578 -2.7885 0.5196
H 0.8841 -6.4936 4.6551
H 0.2580 -6.4792 3.0077
H -0.1016 -5.0406 4.0183
C -8.3565 0.6496 0.6468
O -7.2690 -0.1005 0.0766
C -6.0035 0.2982 0.3528
O -5.7280 1.1211 1.1811
O -5.1922 -0.5051 -0.2969
C -3.8165 -0.1119 -0.3109
H -9.2602 0.7477 -0.0429
H -8.0775 1.7175 0.8353
H -8.6946 0.1760 1.5818
H -3.3166 -0.7895 -1.0303
H -3.4323 -0.0956 0.7279
H -3.6799 0.8551 -0.8241
C -3.8082 -2.0136 -3.7974
O -3.3276 -2.9260 -2.7829
C -2.0598 -2.9877 -2.5084
O -1.6652 -3.6020 -1.5522
O -1.3039 -2.2961 -3.3668
C 0.0882 -2.0857 -3.1343
H -3.1931 -2.0349 -4.6562
H -3.7367 -0.9775 -3.4684
H -4.8277 -2.1994 -3.8711
H 0.3426 -2.2021 -2.1003
H 0.3271 -1.1337 -3.5807
H 0.7111 -2.8153 -3.6513
C 2.3396 1.7868 4.2028
O 0.9896 1.9408 4.5775
C 0.1544 2.4213 3.6379
O 0.5734 2.7278 2.5245
O -1.0935 2.5094 4.0368
C -2.0799 2.9952 3.0714
H 2.9422 1.5251 5.1008
H 2.8130 2.6754 3.8209
H 2.5573 0.9907 3.5009
H -3.0436 2.8072 3.5050
H -2.0246 2.4758 2.1283
H -1.8375 3.9981 2.9002
C -0.4794 0.8891 -0.4758
C 1.0183 0.9371 -0.2654
O 1.6055 -0.3299 -0.1588
H -0.7751 1.9033 -0.6141
H -0.9792 0.4716 0.4047
H -0.7186 0.3501 -1.3645
H 1.3308 1.5308 0.6381
H 1.3955 1.4602 -1.1519
H 2.3628 -0.4844 -0.7216
C 4.7635 1.5103 -3.6501
C 6.2250 0.9412 -3.3939
O 6.2120 -0.1524 -2.5166
H 4.1952 0.6413 -3.9713
H 4.6809 2.2836 -4.4770
H 4.4283 1.9038 -2.7022
H 6.9418 1.6818 -2.9537
H 6.7289 0.6062 -4.3099
H 6.8421 -0.0811 -1.8082
C 4.4395 -3.1299 -1.3240
C 3.7625 -2.6493 -2.5766
O 3.3396 -1.2670 -2.5219
H 3.7185 -3.0813 -0.4719
H 5.3152 -2.5085 -1.1376
H 4.7917 -4.1412 -1.3702
H 2.9009 -3.3479 -2.7211
H 4.4695 -2.7741 -3.4330
H 4.1729 -0.7709 -2.3836
```

As for the electronic energy: -87460.812 eV. The net charge is 0. The value obtained for the LUMO energy is 0.223 eV. As for the SMILES: COC(=O)OC.COC(=O)OC.COC(=O)OC.COC(=O)OC.COC(=O)OC.COC(=O)OC.COC(=O)OC.COC(=O)OC.CCO.CCO.CCO.

Atomic partial charges in e from the Löwdin method, atoms 1 to 4: atom 1 (C): -0.03, atom 2 (O): 0.01, atom 3 (C): -0.61, atom 4 (O): 0.10

***

2.
A cluster of 8 separate species, C30H67FN8O11S in total at a distorted geometry. Source: the OMol25 dataset; level of theory: wB97M-V/def2-TZVPD.

```
118
Properties=species:S:1:pos:R:3
C 1.5075 -2.4927 2.5825
C 1.5164 -2.4487 1.0132
C 0.0385 -2.5400 0.5104
N -0.3599 -1.1935 -0.0705
C -1.2991 -0.5963 0.9171
C -1.8008 0.8220 0.5926
C -0.8443 1.9873 1.0065
C 0.3215 2.2596 0.0595
O 0.5011 3.3758 -0.3060
O 1.1506 1.2883 -0.3937
C 2.5331 1.6816 -0.3830
C 3.3490 0.4465 -0.8877
S -1.0678 -1.3739 -1.5523
O -2.3967 -1.8908 -1.4754
O -0.9941 -0.1986 -2.3317
F -0.2598 -2.4644 -2.3852
H 2.4543 -2.9025 2.9856
H 1.3624 -1.4560 2.9142
H 0.7121 -3.1498 2.9653
H 2.1054 -3.2713 0.5882
H 1.9404 -1.4831 0.7267
H -0.6278 -2.7674 1.3523
H -0.0918 -3.3585 -0.2107
H -2.1733 -1.2457 1.0505
H -0.7670 -0.6101 1.8762
H -2.1184 0.9684 -0.4471
H -2.7029 0.9651 1.2104
H -1.4582 2.8969 0.9683
H -0.5385 1.8852 2.0583
H 2.8991 1.9652 0.6124
H 2.7176 2.4881 -1.1020
H 4.2639 0.3724 -0.2872
H 2.7365 -0.4578 -0.8411
H 3.6438 0.6329 -1.9275
C -1.2183 6.0151 -5.0609
C -0.2815 5.6092 -3.9484
O 0.8632 6.0340 -3.8781
N -0.7469 4.7461 -3.0107
C -2.0598 4.1381 -2.9216
H -0.7065 6.7037 -5.7281
H -1.5212 5.1375 -5.6346
H -2.0964 6.5187 -4.6529
H -0.0671 4.5181 -2.2982
H -2.5155 4.4196 -1.9697
H -1.9484 3.0518 -2.9478
H -2.7063 4.4520 -3.7352
C 3.2425 -0.3113 5.9432
C 3.4888 -1.7872 5.7446
O 3.3600 -2.3223 4.6523
N 3.8630 -2.5169 6.8256
C 4.0671 -2.0657 8.1881
H 2.9529 0.1299 4.9931
H 2.4346 -0.1540 6.6594
H 4.1508 0.1819 6.2923
H 4.0086 -3.4971 6.6194
H 5.0956 -2.2832 8.4824
H 3.3923 -2.6154 8.8468
H 3.8823 -1.0014 8.2928
C -2.8474 9.5975 -0.1641
C -2.0307 10.4798 -1.0772
O -2.1832 11.6909 -1.1123
N -1.1061 9.8802 -1.8719
C -0.7818 8.4677 -1.9707
H -3.5366 10.2177 0.4023
H -3.4256 8.8791 -0.7474
H -2.1975 9.0710 0.5365
H -0.5987 10.5282 -2.4541
H 0.2723 8.3348 -1.7252
H -0.9440 8.1422 -2.9988
H -1.3863 7.8636 -1.3014
C -1.9838 -7.5591 -3.2591
C -1.5533 -6.2062 -2.7457
O -0.5034 -6.0485 -2.1393
N -2.3752 -5.1515 -2.9776
C -3.6488 -5.1367 -3.6692
H -1.2273 -8.2936 -2.9969
H -2.9290 -7.8556 -2.8020
H -2.0858 -7.5384 -4.3452
H -2.0240 -4.2808 -2.6075
H -3.5818 -4.4545 -4.5186
H -4.4169 -4.7689 -2.9865
H -3.9267 -6.1243 -4.0236
C -4.9330 -2.0762 3.0467
C -3.6515 -1.9740 3.8358
O -2.6110 -1.5703 3.3332
N -3.6788 -2.3471 5.1392
C -4.8026 -2.8473 5.9092
H -4.7498 -1.7442 2.0279
H -5.2789 -3.1102 3.0170
H -5.7013 -1.4387 3.4864
H -2.7874 -2.2523 5.6014
H -4.9755 -2.1810 6.7559
H -4.5565 -3.8401 6.2893
H -5.7056 -2.9070 5.3108
C -2.1260 2.9500 -9.9261
C -1.2645 4.1753 -9.7391
O -1.5352 5.2431 -10.2639
N -0.1586 4.0563 -8.9558
C 0.3261 2.8834 -8.2520
H -2.9632 3.2023 -10.5710
H -1.5526 2.1508 -10.3981
H -2.5173 2.6102 -8.9659
H 0.3684 4.9123 -8.8759
H 0.3756 3.1131 -7.1859
H 1.3318 2.6591 -8.6118
H -0.3121 2.0192 -8.4044
C 6.3023 -6.2153 6.5113
C 4.9662 -6.5148 5.8764
O 3.9100 -6.1949 6.4038
N 4.9641 -7.1595 4.6830
C 6.0996 -7.6172 3.9045
H 6.1386 -5.7006 7.4544
H 6.8439 -7.1408 6.7112
H 6.8951 -5.5696 5.8615
H 4.0380 -7.3248 4.3196
H 6.0732 -7.1368 2.9251
H 6.0221 -8.6972 3.7672
H 7.0412 -7.3853 4.3914
```

As for the electronic energy: -80194.124 eV. The net charge is 0. The value obtained for the LUMO energy is 0.381 eV. As for the SMILES: CCCN(CCCC(=O)OCC)S(=O)(=O)F.CNC(C)=O.CNC(C)=O.CNC(C)=O.CNC(C)=O.CNC(C)=O.CNC(C)=O.CNC(C)=O.

Atomic partial charges in e from the Löwdin method, atoms 1 to 4: atom 1 (C): -0.10, atom 2 (C): -0.19, atom 3 (C): -0.17, atom 4 (N): -0.20

***

| no. | HOMO-LUMO gap (eV) |
| --- | --- |
| 1 | 10.0 |
| 2 | 9.5 |